1) This record from OMol25 describes a single C4H6N4O2 molecule. The level of theory is ωB97M-V with the def2-TZVPD basis set.

XYZ file:
```
16
C4H6N4O2 ωB97M-V with the def2-TZVPD basis set
O 1.414 1.749 0.858
O -1.129 1.762 -0.853
N 2.335 -0.277 0.017
N -2.210 -0.013 -0.067
N 0.379 -1.330 -0.456
N 1.785 -1.511 -0.254
C -1.118 0.674 -0.332
C 0.113 -0.113 -0.181
C -2.469 -1.216 0.728
C 1.332 0.639 0.310
H 2.071 -1.926 -1.214
H -2.830 -2.168 0.157
H 3.218 -0.348 0.483
H -3.338 -1.034 1.466
H -1.587 -1.379 1.308
H -2.978 0.778 -0.074
```

Results
SMILES = CNC(=O)c1n[nH][nH]c1=O
Charge = 0
Highest occupied orbital energy = -9.535 eV


2) This record from OMol25 describes a single C4H6N4O2 molecule. The level of theory is ωB97M-V with the def2-TZVPD basis set.

XYZ file:
```
16
C4H6N4O2 ωB97M-V with the def2-TZVPD basis set
O 2.900 -0.770 -0.013
O -0.269 -0.833 -3.208
N -1.520 -0.349 -1.328
N 1.587 0.975 0.490
N 0.630 -1.011 0.710
N 0.233 1.297 0.816
C -1.624 -0.065 0.070
C -0.380 0.028 0.886
C -0.779 -0.566 -2.223
C 1.816 -0.335 0.309
H 2.329 1.633 0.446
H -0.300 1.823 0.081
H -2.327 -0.869 0.443
H -2.163 0.881 0.122
H -0.456 0.013 2.047
H 0.323 -1.851 0.351
```

Results
SMILES = O=C=NC[C@@H]1NNC(=O)N1
Charge = 0
Highest occupied orbital energy = -8.809 eV


The structure with the most favorable energy is 2); the runner-up is 0.563 eV above it.


1) This record from OMol25 describes a 2-piece molecular cluster, C2H10NO2 overall. The level of theory is ωB97M-V with the def2-TZVPD basis set.

XYZ file:
```
15
C2H10NO2 ωB97M-V with the def2-TZVPD basis set
O 0.641 -0.279 1.926
O -2.408 -0.061 -1.737
N -0.149 0.804 -0.405
C 0.911 -0.256 -0.377
C 1.667 -0.163 0.945
H -2.981 -0.303 -2.477
H -2.622 -0.697 -1.043
H 1.034 -0.186 2.800
H 0.380 -1.212 -0.388
H 1.524 -0.138 -1.267
H 2.395 -0.974 1.030
H 2.162 0.807 1.042
H -0.855 0.620 -1.139
H -0.615 0.889 0.498
H 0.242 1.722 -0.603
```

Results
Charge = +1
Highest occupied orbital energy = -15.175 eV


2) This record from OMol25 describes a 4-piece molecular cluster, C2H10NO2 overall. The level of theory is ωB97M-V with the def2-TZVPD basis set.

XYZ file:
```
15
C2H10NO2 ωB97M-V with the def2-TZVPD basis set
O -0.808 1.040 0.395
O -0.345 -0.148 -1.925
N -1.570 -1.600 0.622
C 1.780 1.111 0.257
C 1.871 -0.207 0.557
H -1.335 -0.621 0.515
H 0.964 -0.806 0.604
H -1.378 1.812 0.575
H 0.789 1.306 -0.199
H -2.247 -1.761 1.355
H -0.688 0.430 -1.227
H -0.489 0.285 -2.782
H 2.355 1.981 0.532
H 2.789 -0.658 0.940
H -1.690 -2.164 -0.217
```

Results
Charge = +1
Highest occupied orbital energy = -14.637 eV


The structure with the most favorable energy is 1); the runner-up is 8.271 eV above it.